{"formula": "C20H22N2O6S", "method": "wB97M-V/def2-TZVPD", "elements": ["C", "N", "C", "C", "C", "C", "C", "O", "S", "O", "O", "C", "C", "C", "C", "C", "O", "N", "C", "C", "C", "C", "C", "C", "O", "C", "O", "C", "C", "H", "H", "H", "H", "H", "H", "H", "H", "H", "H", "H", "H", "H", "H", "H", "H", "H", "H", "H", "H", "H", "H"], "xyz": [[0.489, 2.948, 3.138], [1.424, 1.892, 3.457], [2.326, 2.174, 4.553], [3.453, 3.128, 4.116], [4.618, 3.133, 5.111], [4.149, 4.160, 6.141], [3.295, 5.119, 5.299], [3.019, 4.475, 4.062], [0.654, 0.400, 3.562], [-0.606, 0.495, 4.248], [1.611, -0.553, 4.043], [0.345, 0.079, 1.827], [1.429, -0.038, 0.978], [1.209, -0.281, -0.365], [-0.091, -0.424, -0.849], [-0.259, -0.667, -2.319], [0.498, -0.182, -3.133], [-1.312, -1.480, -2.615], [-1.768, -1.910, -3.866], [-1.204, -1.474, -5.059], [-1.687, -1.914, -6.288], [-2.742, -2.792, -6.282], [-3.311, -3.232, -5.085], [-2.847, -2.809, -3.867], [-4.338, -4.094, -5.356], [-4.400, -4.188, -6.765], [-3.402, -3.372, -7.335], [-1.172, -0.290, 0.019], [-0.950, -0.035, 1.362], [-0.002, 2.696, 2.199], [-0.272, 3.057, 3.919], [1.041, 3.879, 3.026], [1.786, 2.602, 5.408], [2.751, 1.212, 4.844], [3.758, 2.852, 3.102], [5.521, 3.485, 4.611], [4.807, 2.153, 5.540], [3.544, 3.678, 6.909], [4.976, 4.675, 6.625], [3.827, 6.048, 5.070], [2.354, 5.375, 5.799], [2.422, 0.062, 1.384], [2.030, -0.363, -1.061], [-1.815, -1.873, -1.832], [-0.377, -0.787, -5.028], [-1.249, -1.576, -7.211], [-3.295, -3.157, -2.951], [-5.392, -3.856, -7.111], [-4.242, -5.235, -7.070], [-2.186, -0.348, -0.349], [-1.763, 0.079, 2.061]], "atomic_forces_ev_per_a": [[-0.3718, 0.3543, -0.1649], [-0.3960, -1.0153, -0.0849], [0.5229, 0.0334, 0.1711], [0.0498, -0.5265, 0.0869], [-0.1675, 0.1164, -0.1432], [-0.0844, 0.0241, -0.0914], [0.0458, 0.3598, 0.2682], [-0.0766, 0.0492, -0.1865], [0.1139, 0.1364, -0.2060], [-0.0527, 0.1590, -0.2546], [0.2278, 0.0430, -0.1320], [-0.0682, 0.1837, 0.4743], [0.0768, -0.0608, -0.1329], [-0.0689, -0.0225, -0.0044], [0.0532, 0.1644, 0.2739], [-0.1596, -0.1083, 0.1316], [0.1344, 0.0350, -0.0879], [-0.1882, -0.0873, 0.4383], [0.0029, 0.0046, -0.5942], [0.1781, 0.1530, 0.2522], [-0.4587, -0.3835, -0.1660], [-0.0576, -0.0330, 0.5539], [0.3406, 0.2743, -0.4307], [-0.1115, -0.1043, -0.1994], [0.1999, 0.1801, 0.4834], [-0.7997, -0.6890, -0.6976], [0.3279, 0.2714, -0.0456], [0.1916, -0.0602, -0.1134], [-0.0709, 0.0014, 0.2426], [-0.1038, 0.1663, -0.0580], [0.0231, 0.0947, -0.0370], [-0.0603, -0.0609, -0.0513], [0.0370, -0.0254, 0.0440], [0.1219, 0.1646, 0.1366], [0.0024, -0.0260, 0.0973], [0.0048, -0.0553, -0.0248], [0.0729, -0.0622, 0.0061], [0.0162, 0.0176, 0.0518], [-0.0121, -0.0077, 0.0667], [-0.0756, -0.0688, 0.0689], [0.0979, 0.0010, -0.0370], [0.1828, 0.0064, -0.0516], [0.0736, 0.0088, -0.0382], [0.2073, 0.1173, -0.0771], [0.0058, 0.0034, 0.0074], [0.0741, 0.0584, -0.1274], [-0.0707, -0.0553, 0.1500], [0.2479, -0.0036, 0.1236], [0.0379, 0.2483, 0.1160], [-0.0784, -0.0014, -0.0264], [-0.1379, 0.0273, 0.0195]], "smiles": "CN(C[C@@H]1CCCO1)S(=O)(=O)c1ccc(C(=O)Nc2ccc3c(c2)OCO3)cc1", "homo_ev": -7.94, "orbital_gap_ev": 8.0, "e_above_lowest_ev": 2.079, "e_tot_ha": -1734.44119, "spin_multiplicity": 1}

---

{"formula": "C20H22N3O4", "method": "wB97M-V/def2-TZVPD", "elements": ["C", "C", "C", "O", "C", "O", "C", "C", "C", "C", "C", "C", "N", "C", "C", "C", "C", "C", "C", "C", "C", "C", "O", "O", "H", "H", "H", "H", "H", "H", "H", "H", "H", "H", "H", "H", "H", "H", "H", "H", "H", "H", "H", "H", "H", "N", "C", "N", "H"], "xyz": [[4.540, -1.684, -0.986], [4.710, -0.902, 0.294], [5.932, -1.366, 1.094], [4.888, 0.507, 0.056], [3.801, 1.190, -0.446], [3.955, 2.226, -1.053], [2.479, 0.652, -0.118], [1.397, 1.392, -0.461], [0.055, 0.878, -0.434], [-0.254, -0.507, -0.707], [-1.555, -0.995, -0.609], [-2.627, -0.126, -0.225], [-3.889, -0.619, 0.007], [-4.291, -1.922, -0.458], [-3.173, -2.923, -0.230], [-1.857, -2.456, -0.852], [-5.011, 0.272, 0.160], [-4.633, 1.462, 1.027], [-3.422, 2.185, 0.450], [-2.337, 1.254, -0.009], [-1.050, 1.742, -0.214], [2.393, -0.465, 0.822], [1.365, -0.818, 1.410], [3.566, -1.087, 1.156], [3.671, -1.329, -1.542], [5.436, -1.541, -1.591], [4.431, -2.744, -0.742], [6.031, -0.804, 2.025], [5.857, -2.425, 1.338], [6.847, -1.227, 0.519], [1.591, 2.368, -1.024], [0.522, -1.226, -1.008], [-5.199, -2.195, 0.100], [-4.553, -1.882, -1.535], [-3.048, -3.092, 0.845], [-3.491, -3.882, -0.643], [-1.895, -2.665, -1.934], [-1.043, -3.070, -0.447], [-5.364, 0.635, -0.828], [-5.826, -0.298, 0.626], [-5.483, 2.141, 1.102], [-4.409, 1.123, 2.045], [-3.735, 2.824, -0.390], [-2.999, 2.857, 1.204], [-0.860, 2.815, -0.122], [1.655, 3.248, 0.296], [2.670, 3.987, 0.589], [3.431, 4.829, 0.924], [0.782, 3.664, 0.520]], "atomic_forces_ev_per_a": [[0.0916, 0.0459, -0.1342], [-0.2940, 0.8508, 1.0707], [-0.1737, 0.1727, -0.0590], [0.2665, -0.7136, -0.3253], [-0.9573, 0.3047, -0.1637], [0.5874, -0.6583, 0.1194], [2.0380, -1.7648, 0.8099], [0.5132, 1.5443, -2.6364], [-2.5157, -0.6518, -0.1218], [-0.2130, 1.0936, 0.2312], [-0.4848, 0.8018, 0.1431], [1.8488, 0.8435, -0.0086], [-1.1684, -0.4263, 0.4757], [0.4327, 0.0510, -0.1489], [-0.1423, -0.1678, 0.1990], [0.0744, -0.3732, -0.3141], [0.1563, 0.4686, 0.0305], [-0.0288, 0.0250, 0.1000], [-0.1030, 0.5195, -0.1687], [-0.1464, -1.0902, -0.4830], [0.9268, -0.9669, 0.1973], [-1.6244, 0.5749, 0.8810], [1.8781, 0.0882, -0.6215], [0.5227, -0.3956, -0.3803], [0.0307, -0.0850, 0.0184], [-0.0509, -0.0525, -0.0897], [-0.0535, 0.1225, -0.0797], [-0.1854, 0.0366, -0.1424], [-0.1943, -0.0282, -0.0269], [-0.0779, 0.1142, -0.1449], [-0.2404, -2.5742, -0.7544], [-0.2360, 0.5621, 0.3393], [0.2495, -0.0983, -0.2129], [-0.0111, -0.1087, 0.1137], [0.0050, 0.2104, -0.0514], [0.1604, -0.0835, -0.1039], [0.0639, 0.1273, 0.2014], [-0.0548, 0.1270, -0.1138], [-0.0280, -0.0661, 0.1579], [0.1123, 0.1795, -0.1503], [-0.0091, 0.0385, -0.0023], [0.0150, -0.1145, -0.1308], [-0.0205, -0.0902, 0.1413], [-0.1110, 0.0000, -0.0763], [-0.1805, -0.3816, 0.1438], [-0.6550, 0.2376, 1.1241], [1.0467, 2.7370, 1.3610], [-0.4826, -1.4783, -0.5864], [-0.5771, 0.4923, 0.3731]], "homo_ev": -4.02, "orbital_gap_ev": 6.6, "e_above_lowest_ev": 1.334, "e_tot_ha": -1240.56035, "spin_multiplicity": 1, "total_charge": -1}

---

{"formula": "C20H22N3OPTl", "method": "wB97M-V/def2-TZVPD", "elements": ["Tl", "N", "P", "C", "C", "C", "C", "C", "C", "C", "C", "C", "C", "C", "C", "C", "C", "C", "C", "C", "N", "H", "H", "H", "H", "H", "H", "H", "H", "H", "H", "H", "H", "H", "H", "H", "C", "N", "C", "C", "O", "H", "H", "H", "H", "H", "H", "H"], "xyz": [[-1.972, 0.318, -2.888], [0.097, -2.054, -0.823], [0.703, -0.499, -1.337], [2.337, -1.144, -1.923], [3.225, -1.534, -0.903], [4.471, -1.972, -1.278], [4.844, -2.189, -2.567], [3.931, -1.760, -3.592], [2.719, -1.247, -3.289], [1.123, 0.296, 0.219], [1.946, 1.452, 0.289], [2.287, 2.059, 1.468], [1.786, 1.512, 2.628], [0.995, 0.432, 2.640], [0.622, -0.179, 1.426], [-1.258, -2.199, -0.439], [-1.728, -3.494, -0.077], [-3.057, -3.643, 0.177], [-3.884, -2.545, 0.072], [-3.389, -1.345, -0.276], [-2.054, -1.157, -0.549], [0.619, -2.911, -0.614], [2.963, -1.450, 0.171], [5.097, -2.374, -0.454], [5.700, -2.721, -2.872], [4.346, -1.943, -4.556], [2.116, -0.922, -4.164], [2.445, 1.769, -0.653], [3.003, 2.874, 1.447], [1.998, 1.894, 3.617], [0.450, 0.152, 3.483], [-0.069, -1.002, 1.419], [-0.965, -4.222, -0.048], [-3.405, -4.591, 0.479], [-4.974, -2.626, 0.209], [-3.877, -0.402, -0.329], [-2.099, 3.084, 2.431], [-2.455, 3.104, 1.029], [-2.981, 4.350, 0.625], [-2.168, 2.127, 0.197], [-2.424, 2.188, -1.008], [-2.975, 3.169, 3.037], [-1.465, 3.937, 2.704], [-1.507, 2.223, 2.672], [-4.012, 4.495, 1.001], [-2.924, 4.405, -0.436], [-2.312, 5.117, 0.986], [-1.870, 1.169, 0.648]], "atomic_forces_ev_per_a": [[0.0768, 0.2653, 0.4211], [-1.6563, -0.1251, 0.6643], [0.3772, -1.3531, -0.7901], [-0.1538, 0.4436, 0.4340], [-0.9391, 0.9456, -0.6560], [1.3384, -1.8688, 2.1563], [-2.5482, 1.1955, -1.4534], [2.8449, -1.4408, 1.4357], [-1.3369, 0.8241, 0.0657], [0.4383, 0.8513, 1.3126], [0.3797, -0.7551, -2.0389], [0.4893, -0.0515, -0.5369], [0.9224, 1.2879, 1.7611], [-1.7103, -1.1987, -2.5202], [0.2712, 0.3773, -0.0052], [0.8788, -0.7473, -0.9898], [0.3691, 1.8775, -0.2287], [1.2011, -0.1135, -0.0193], [-2.6304, 0.0719, 0.1353], [2.5570, 0.7988, -0.3202], [-0.6415, 0.0735, 0.1501], [0.3368, 0.9763, -0.3401], [0.1468, -0.0519, -0.9007], [-0.1160, 0.5004, -0.6301], [1.1344, -0.2522, -0.0052], [-0.5074, 0.2418, -0.9875], [-0.0322, -0.1421, 1.0846], [-0.5198, 0.0410, 0.6938], [-0.2490, 0.0018, 0.2046], [0.3246, 0.5571, -0.1317], [-0.2538, -0.6654, 1.5806], [-0.0847, -0.2754, 0.2003], [0.2373, -1.2062, 0.2371], [-0.6264, -0.9291, 0.1925], [0.6834, -0.0962, 0.1499], [-1.1444, 0.2672, -0.0330], [0.7376, 0.2334, 0.0120], [0.8314, -0.2580, 1.5230], [-0.5273, 0.8455, -0.3449], [-0.9635, -0.7705, -0.1559], [0.3257, -0.3570, -0.9203], [-0.6453, -0.2264, 0.4790], [-0.0875, 0.0269, -0.3813], [0.0045, -0.7312, 0.1393], [0.5174, 0.0451, -0.2336], [-0.4483, 0.0755, -0.8928], [-0.0855, 0.4892, 0.3447], [0.4831, 0.3019, 0.1385]], "homo_ev": -11.37, "orbital_gap_ev": 8.7, "e_tot_ha": -1528.47990, "spin_multiplicity": 1, "total_charge": 1}